P) A cluster of 2 separate species, C8H17N4 in total, computed with ωB97M-V/def2-TZVPD.

Each atom is followed by the atoms it is bonded to, with distances in Å.
Atoms and positions in Å:
1 N 0.424 1.254 -0.680  C18 1.323, H27 1.009, C28 1.439
2 H 0.115 -0.960 2.139  C21 1.074
3 H 1.606 -0.401 1.265  C21 1.040
4 H -2.304 1.927 1.726  C9 1.027
5 N -0.980 0.204 -2.237  H7 1.037, H11 1.004, C28 1.444
6 H 1.644 3.774 0.969  N19 1.006
7 H -1.964 -0.049 -2.445  N5 1.037
8 H -1.725 -2.344 -0.490  C17 1.089
9 C -1.610 1.479 1.117  H4 1.027, N14 1.400, C22 1.338
10 H 2.435 2.392 0.282  N19 0.988
11 H -0.275 -0.318 -2.726  N5 1.004
12 H 0.763 -1.907 -2.029  C16 1.066
13 H -2.738 0.238 -0.405  C22 1.123
14 N -0.384 2.135 1.284  C9 1.400, C18 1.367, H25 1.022
15 H 1.886 -2.499 -0.739  C16 1.137
16 C 1.188 -1.668 -1.081  H12 1.066, H15 1.137, C24 1.454, H29 1.042
17 C -0.901 -2.398 0.219  H8 1.089, H20 1.036, H23 1.095, C24 1.521
18 C 0.610 2.067 0.348  N1 1.323, N14 1.367, N19 1.312
19 N 1.611 2.907 0.460  H6 1.006, H10 0.988, C18 1.312
20 H -1.449 -2.376 1.098  C17 1.036
21 C 0.837 -1.097 1.356  H2 1.074, H3 1.040, C24 1.501, H26 1.108
22 C -1.831 0.750 0.017  C9 1.338, H13 1.123, C28 1.491
23 H -0.397 -3.368 0.166  C17 1.095
24 C 0.259 -1.436 0.013  C16 1.454, C17 1.521, C21 1.501
25 H -0.299 2.648 2.164  N14 1.022
26 H 1.363 -2.038 1.610  C21 1.108
27 H 1.038 1.540 -1.428  N1 1.009
28 C -0.677 0.341 -0.832  N1 1.439, N5 1.444, C22 1.491
29 H 1.756 -0.797 -1.143  C16 1.042

Output
net charge: +1
Kohn-Sham gap: 7.95 eV
HOMO energy: -10.903 eV

=====

Q) The ion C8H17N4 with charge +1, computed with ωB97M-V/def2-TZVPD.

Each atom is followed by the atoms it is bonded to, with distances in Å.
Atoms and positions in Å:
1 H 2.417 3.333 -1.378  C25 1.129
2 N -1.677 0.242 2.821  C9 1.307, H21 1.027, H23 1.067
3 C 0.455 3.716 -0.121  N6 1.428, H8 1.168, H22 1.126, H27 1.070
4 H 0.347 -2.870 -2.777  C29 1.146
5 C -0.790 -3.749 -0.216  H12 1.125, C13 1.539, H20 1.064, H26 1.107
6 N 0.961 2.388 -0.258  C3 1.428, C10 1.275, C25 1.436
7 H 0.854 -1.198 -2.099  C29 1.138
8 H -0.480 3.831 0.570  C3 1.168
9 C -0.847 0.326 1.815  N2 1.307, N15 1.289, C16 1.490
10 C 0.710 1.302 0.361  N6 1.275, N15 1.467
11 N -0.851 -1.075 -0.118  C13 1.449, C16 1.245
12 H -1.799 -4.074 0.160  C5 1.125
13 C -0.753 -2.336 -0.825  C5 1.539, N11 1.449, H14 1.084, C29 1.645
14 H -1.554 -2.455 -1.546  C13 1.084
15 N -0.215 1.404 1.495  C9 1.289, C10 1.467, H28 1.031
16 C -0.679 -0.977 1.111  C9 1.490, N11 1.245, H18 1.132
17 H 1.358 -2.921 -1.383  C29 1.136
18 H -0.377 -1.845 1.771  C16 1.132
19 H 1.317 2.488 -2.357  C25 1.103
20 H -0.625 -4.412 -1.032  C5 1.064
21 H -1.702 1.039 3.469  N2 1.027
22 H 0.145 4.238 -1.070  C3 1.126
23 H -1.970 -0.665 3.302  N2 1.067
24 H 2.494 1.525 -1.428  C25 1.064
25 C 1.839 2.363 -1.393  H1 1.129, N6 1.436, H19 1.103, H24 1.064
26 H -0.079 -4.008 0.592  C5 1.107
27 H 1.120 4.512 0.141  C3 1.070
28 H -0.168 2.136 2.220  N15 1.031
29 C 0.548 -2.260 -1.828  H4 1.146, H7 1.138, C13 1.645, H17 1.136

Output
net charge: +1
Kohn-Sham gap: 8.87 eV
HOMO energy: -12.339 eV

=====

The most stable arrangement is P), and the next structure is 149.5 kJ/mol less stable.